# 1
# C25H50ClN2O8P

A cluster of 3 separate species, C25H50ClN2O8P in total (ωB97M-V with the def2-TZVPD basis set, the OMol25 dataset).

orbital gap (spin up / spin down): 8.11 / 9.40 eV
expectation value of S²: 2.008

Geometry as ORCA input:
```
! wB97M-V def2-TZVPD RIJCOSX def2/J DEFGRID3
* xyz 0 3
Cl 3.5738 1.7537 2.2277
P 5.7815 -0.6975 2.8256
O 1.3433 1.5131 -0.4022
O 5.5287 4.2582 2.3220
O 5.1271 -1.6864 1.9749
O 5.4664 2.7369 0.6383
O 5.0487 -0.3158 4.1963
O -5.0093 -4.4337 -0.1280
O 5.3725 -0.0590 -2.1839
O 7.2331 -1.1945 3.3269
N -4.7437 -3.4954 0.6953
N 0.6405 2.2539 -1.1702
C -5.8912 -3.1498 1.6109
C 3.9055 -2.0397 -1.9843
C -1.2896 0.8739 -1.7836
C 6.1326 0.8904 2.0321
C -6.6654 -4.4353 1.8803
C 6.0547 3.6971 1.4158
C 0.9599 0.3713 -2.7146
C 5.1548 -1.3984 -2.5974
C -2.2062 1.8665 -1.0719
C -3.9206 -2.3921 0.0998
C -6.7820 -2.1271 0.8944
C -6.0019 -0.9257 0.3668
C 0.6529 3.7401 0.7709
C -0.5338 4.5042 -1.2421
C -5.4300 -2.5956 2.9622
C 5.7391 0.0842 -0.8263
C -0.1822 3.2643 -0.4120
C 0.0129 1.4948 -2.3071
C -0.2133 2.3780 -3.5485
C 5.0192 1.5017 1.1810
C -4.8789 -1.3880 -0.5537
C -3.0168 -2.9830 -0.9755
C -3.0009 -1.7162 1.1362
C -1.4616 2.5682 0.0607
C 4.5829 0.6572 -0.0046
H -2.6111 2.5919 -1.7836
H 1.9445 0.7663 -2.9694
H 6.0501 -0.8810 -0.4102
H 1.5925 4.1767 0.4299
H 3.9903 1.3078 -0.6489
H -1.0299 0.0772 -1.0783
H 3.2797 -1.2691 -1.5355
H -5.0842 -1.5660 2.9165
H -2.0994 3.3161 0.5399
H -7.5618 -1.8095 1.5920
H -3.5710 -3.3868 -1.8186
H 4.1442 -2.7730 -1.2138
H 5.3131 -0.9103 4.9086
H 7.0823 3.9024 1.0775
H -1.3219 4.3348 -1.9716
H -3.2999 -1.8514 2.1677
H 3.3082 -2.5361 -2.7506
H -1.1975 1.8326 0.8272
H -0.8905 5.2763 -0.5598
H 3.9258 -0.1274 0.3628
H -0.2564 3.4371 -3.3329
H -6.0141 -5.1948 2.3136
H -4.2884 -0.5387 -0.9058
H 0.5413 -0.1171 -3.5978
H -7.1023 -4.8408 0.9728
H 6.9956 0.6904 1.3882
H 0.8882 2.9380 1.4636
H 6.4464 1.5973 2.8049
H -3.0642 1.3334 -0.6567
H -2.3903 -3.7764 -0.5683
H -4.6389 -3.2141 3.3880
H -6.2796 -2.6177 3.6456
H -1.1407 2.1006 -4.0519
H -2.9276 -0.6431 0.9474
H -1.9942 -2.1290 1.0620
H 7.8451 -0.4846 3.5457
H -2.3677 -2.1812 -1.3372
H -5.6009 -0.3297 1.1922
H 6.6030 0.7580 -0.7928
H -5.3229 -1.8521 -1.4399
H -6.6765 -0.2690 -0.1860
H 5.0735 -1.3490 -3.6825
H 0.3464 4.8914 -1.7570
H -7.4652 -4.2157 2.5898
H -7.2814 -2.6237 0.0572
H -1.8128 0.3991 -2.6180
H 0.6040 2.2371 -4.2560
H 6.0466 -1.9920 -2.3597
H 0.0889 4.5070 1.3052
H 1.0791 -0.3670 -1.9275
*
```

Results of the Löwdin charge analysis, in e, for atoms 1 through 2: 0.77 0.42

---

# 2
# C25H50ClNP2PdSSi2

A structure of composition C25H50ClNP2PdSSi2 at a distorted geometry (ωB97M-V with the def2-TZVPD basis set, the OMol25 dataset).

orbital gap (spin up / spin down): 3.50 / 5.71 eV
expectation value of S²: 6.017

Geometry as ORCA input:
```
! wB97M-V def2-TZVPD RIJCOSX def2/J DEFGRID3
* xyz 0 5
Pd 0.2005 0.0147 -0.0935
Cl 2.7799 -4.2279 -0.7102
S -2.0797 -1.1812 0.9531
P 1.0346 -0.4186 2.0817
P -0.7784 -0.6402 -2.1483
Si -2.4680 2.0861 -2.1725
Si -0.1865 2.2890 3.0876
N -3.7734 1.0029 1.5232
C 0.4504 -3.1756 2.0591
C -0.4040 -0.2601 -4.9536
C -1.8467 2.7643 3.8321
C 0.0967 0.4398 3.3770
C 1.3388 -2.1366 2.7383
C -2.2331 -2.6715 -3.5442
C 1.1864 -2.2537 4.2562
C 0.1947 0.0661 -3.5821
C -3.0435 0.1051 1.2784
C 3.6494 -0.2087 1.1978
C 0.2759 2.1611 -1.0432
C -0.9904 -3.3895 -1.4963
C -4.1528 2.4993 -1.4660
C -2.1832 2.9789 -3.8015
C -0.9966 -2.4167 -2.6759
C 1.6485 -0.3948 -3.4771
C 2.7353 0.3433 2.2902
C 3.3340 0.1344 3.6838
C -0.1729 2.5054 1.2334
C -1.1400 2.4483 -0.8819
C 3.3402 -2.6509 -1.3022
C -2.3814 0.1862 -2.4148
C 1.1304 3.3199 3.9164
C 0.8749 2.1987 0.2628
C -1.3482 2.7433 0.4900
H 0.6443 -3.2200 0.9818
H 1.3928 -3.2953 4.5375
H 2.3860 -2.3485 2.4595
H 0.8199 2.1606 -1.9823
H -2.2131 -2.1096 -4.4834
H 0.5864 0.3368 4.3567
H -2.7769 -0.0188 -3.4263
H -1.8214 -3.1715 -0.8106
H -1.1268 -4.4143 -1.8720
H 0.6762 -4.1639 2.4852
H 0.1933 0.2426 -5.7268
H -1.9199 4.0291 -3.6024
H -3.0862 -0.2596 -1.6827
H -1.4377 0.0901 -5.0726
H 4.2910 0.6683 3.7451
H -2.1732 3.7354 3.4358
H -4.4162 1.8123 -0.6511
H 3.4123 -2.6837 -2.3921
H -2.2492 -3.7407 -3.8011
H -0.3647 -1.3377 -5.1563
H 2.1156 -0.0847 -2.5323
H 0.1628 1.1557 -3.4351
H 2.2353 0.0482 -4.2942
H 0.8839 3.4160 4.9825
H 2.7076 0.5147 4.5006
H -3.1619 -2.4318 -3.0080
H 4.3503 -2.4640 -0.9154
H -0.6150 -2.9634 2.2323
H -2.2694 3.1620 0.9086
H -3.1226 2.9660 -4.3777
H -0.0442 -3.3684 -0.9433
H -0.0964 -2.6083 -3.2861
H -0.8758 -0.0778 3.4316
H 0.1657 -2.0077 4.5773
H 3.7797 -1.2960 1.2977
H 1.8830 -1.6198 4.8127
H 2.5788 1.4180 2.1163
H -4.9102 2.4479 -2.2585
H 2.1420 2.9143 3.8143
H 2.6176 -1.8951 -0.9426
H -2.6326 2.0276 3.6179
H 1.9471 2.2350 0.4281
H -4.1377 3.5204 -1.0604
H -1.3861 2.5396 -4.4216
H 1.1092 4.3213 3.4709
H 3.5438 -0.9253 3.8670
H 1.7362 -1.4869 -3.5660
H -1.7316 2.8783 4.9184
H 3.2610 -0.0053 0.1910
H 4.6406 0.2598 1.2762
*
```

Results of the Löwdin charge analysis, in e, for atoms 1 through 2: 0.52 0.48

---

# 3
# C25H50ClNP2PtSSi2

A structure of composition C25H50ClNP2PtSSi2 at a distorted geometry (ωB97M-V with the def2-TZVPD basis set, the OMol25 dataset).

orbital gap (spin up / spin down): 5.26 / 3.77 eV
expectation value of S²: 6.031

Geometry as ORCA input:
```
! wB97M-V def2-TZVPD RIJCOSX def2/J DEFGRID3
* xyz 0 5
Pt -0.4165 -0.0176 0.0880
Cl -4.0200 0.1955 3.1890
S 2.1547 0.4851 3.5406
P -0.4098 -2.3611 0.6193
P -0.3924 2.4085 0.2204
Si 2.0907 2.7006 -1.7573
Si 2.0919 -2.9380 -1.2481
N 1.6097 -0.0574 0.8388
C 1.5038 3.8512 -3.1066
C 1.5198 -4.2862 -2.4049
C -1.0695 -1.8568 3.3333
C -0.1820 -4.1586 2.8687
C -2.8799 2.8581 -1.0023
C -1.3020 4.8051 -1.1513
C 1.3062 3.0215 -0.0545
C 3.9475 -2.9774 -1.0577
C -0.9753 -2.9711 2.2991
C 0.0900 -0.8917 -2.0450
C -2.4006 0.0492 0.5441
C -1.4411 -3.4289 -0.5471
C 3.9489 2.7772 -1.5984
C 1.2718 -3.0378 0.4668
C 1.4801 0.9856 -2.1495
C 0.0930 0.5454 -2.2042
C 1.4889 -1.3112 -1.9112
C -0.9940 3.3188 1.7508
C -2.9115 -2.9932 -0.5154
C 1.8016 0.1832 2.0153
C 2.2896 -0.1654 -2.0601
C -1.3154 -4.9423 -0.3175
C -1.4059 3.2747 -1.1076
C -0.1936 4.5812 2.0986
C -0.9947 2.4031 2.9665
H -2.6560 0.9605 1.0956
H 0.0125 1.9940 3.1402
H -3.2939 -2.9499 0.5141
H -1.4359 -2.2907 4.2741
H -1.8212 -1.1052 3.0464
H -3.0040 -0.0158 -0.3692
H 1.9340 2.5261 0.7070
H -2.6962 -0.7425 1.2420
H -0.6500 5.0450 2.9823
H -3.0264 1.8121 -1.3001
H 1.6641 4.8970 -2.8059
H 2.1046 3.6527 -4.0056
H -2.0262 3.6079 1.5067
H 4.2515 3.8352 -1.5814
H 0.4590 -4.2023 -2.6702
H -0.7511 1.1165 -2.5837
H 4.4333 -2.6442 -1.9846
H -1.3064 2.9888 3.8446
H -1.7661 -5.2491 0.6375
H 1.2718 -4.0829 0.8003
H 1.8992 -2.4619 1.1692
H -0.0868 -1.3971 3.5163
H -0.2827 -5.3169 -0.3716
H -3.0501 -2.0082 -0.9777
H -3.4744 3.4980 -1.6704
H -3.5099 -3.7249 -1.0760
H 0.8581 -3.8906 3.1160
H -0.6752 -4.4915 3.7944
H 0.4484 3.7095 -3.3696
H -0.7425 -1.5292 -2.3240
H -0.9883 2.8893 -2.0480
H -0.2788 5.1885 -1.2704
H 1.3472 4.1008 0.1396
H -1.7193 1.5803 2.8740
H 2.1081 -4.2007 -3.3296
H 4.2942 2.2968 -0.6721
H -1.8733 5.1389 -2.0307
H -3.2573 2.9899 0.0227
H 4.4358 2.2878 -2.4514
H -0.1629 5.3407 1.3083
H -0.1615 -5.0249 2.1954
H -1.0326 -3.2131 -1.5454
H 1.7070 -5.2728 -1.9584
H 4.2597 -4.0118 -0.8525
H 4.2901 -2.3346 -0.2347
H 3.3836 -0.1589 -2.0999
H -1.7694 5.2694 -0.2720
H -1.9967 -3.3131 2.0727
H -1.8795 -5.4423 -1.1202
H 0.8281 4.2999 2.3756
*
```

Results of the Löwdin charge analysis, in e, for atoms 1 through 2: 0.96 -0.21

---

# 4
# C25H50InN4O6S3Si

A structure of composition C25H50InN4O6S3Si (ωB97M-V with the def2-TZVPD basis set, the OMol25 dataset).

orbital gap: 5.11 eV

Geometry as ORCA input:
```
! wB97M-V def2-TZVPD RIJCOSX def2/J DEFGRID3
* xyz 1 1
In -0.2349 1.3401 -1.3600
S -2.4161 -0.1423 -0.6902
S 1.9815 -0.6415 -3.7618
S -0.4793 3.1220 2.2571
Si -1.4008 -1.2204 0.7663
O 0.1485 4.1158 -3.0094
O -1.7591 1.8960 -3.6170
O 1.0297 -0.6835 -2.6066
O -0.1668 -0.2381 1.4081
O -0.5182 -2.5118 0.2855
O -2.3459 -1.6660 2.0259
N -1.8371 2.0937 4.2446
N 1.9292 1.5834 2.3338
N 0.1774 1.0900 3.9109
N 3.4101 2.7991 0.3931
C 2.0832 -1.1430 1.4593
C -1.6128 1.0042 -4.7097
C 5.0794 3.3724 2.0117
C -4.5530 -2.3395 1.1918
C -1.9219 3.2563 -4.0020
C -0.3085 5.1237 -2.1231
C 0.8766 -0.6738 2.2764
C 3.5686 -1.1857 -3.1012
C -0.7872 -3.7384 -0.4097
C 5.3486 4.0265 -0.2620
C 0.5564 -4.1921 -0.9694
C -1.3205 -4.7603 0.5877
C -3.8711 -2.5611 3.5814
C -0.7195 2.0337 3.5042
C -3.7536 -1.7062 2.3267
C -4.2486 -0.2897 2.5909
C 3.0676 2.0839 2.6203
C 1.2889 0.5550 3.1419
C 1.6544 -2.1276 -4.7294
C 5.8283 4.0077 1.0344
C 3.8719 2.7895 1.6452
C -0.6097 3.9997 -4.1945
C 4.1320 3.3986 -0.5335
C 0.4465 -1.7626 3.2640
C -1.7770 -3.5225 -1.5481
H -4.0659 0.3341 1.7143
H -1.9598 1.5662 5.0930
H -0.6136 -4.8935 1.4095
H -0.7767 1.2859 -5.3585
H -5.6068 -2.4029 1.4684
H -4.1900 -3.3491 0.9845
H 3.4259 1.9832 3.6397
H -0.8217 4.9922 -4.6108
H -5.3190 -0.2997 2.8049
H 6.7713 4.4775 1.2794
H 0.4513 5.2311 -1.3509
H 2.3981 -0.3764 0.7462
H -2.7431 -3.1930 -1.1638
H -3.7219 0.1376 3.4462
H -0.1410 0.4529 4.6250
H 2.3193 -2.1324 -5.5944
H 4.2620 -1.3462 -3.9279
H -2.5303 0.9691 -5.3024
H 1.5996 1.7168 1.3701
H -2.2715 -4.4252 1.0047
H 0.4318 -5.0881 -1.5799
H -1.4055 -2.7483 -2.2204
H 1.8103 -3.0098 -4.1102
H 1.1956 -1.8919 4.0513
H 3.4147 -2.1027 -2.5334
H 2.9199 -1.4008 2.1163
H 3.7206 3.3775 -1.5372
H 3.9415 -0.3974 -2.4486
H -3.4649 -3.5567 3.3949
H 0.6182 -2.0770 -5.0583
H 2.0311 0.2122 3.8608
H -4.9152 -2.6567 3.8829
H -2.4987 2.8201 4.0361
H -0.5205 -1.5292 3.7028
H -4.4638 -1.7414 0.2871
H -2.5037 3.7289 -3.2092
H -1.4718 -5.7243 0.0990
H -0.4324 6.0763 -2.6473
H 5.4157 3.3269 3.0407
H 0.0228 3.4555 -4.8992
H -3.3089 -2.1071 4.4012
H 0.3404 -2.7034 2.7294
H 1.2532 -4.4180 -0.1588
H -2.4959 3.3135 -4.9324
H -1.9170 -4.4509 -2.1057
H 1.7854 -2.0205 0.8905
H 5.8942 4.5215 -1.0533
H 0.9768 -3.3939 -1.5868
H -1.4235 0.0203 -4.2827
H -1.2533 4.8523 -1.6407
*
```

Results of the Löwdin charge analysis, in e, for atoms 1 through 2: 0.69 0.28

---

# 5
# C25H50N3O11PS

A cluster of 3 separate species, C25H50N3O11PS in total at a distorted geometry (ωB97M-V with the def2-TZVPD basis set, the OMol25 dataset).

orbital gap: 8.57 eV
SMILES: CCO[C@@]1(C)[C@@](CCCCOC(C)=O)(C[C@@H](O)CN)OC(=O)[C@]1(CSCC)P(=O)(O)O.CNC(C)=O.CNC(C)=O

Geometry as ORCA input:
```
! wB97M-V def2-TZVPD RIJCOSX def2/J DEFGRID3
* xyz 0 1
S 2.9455 2.9885 0.7959
P 4.2651 0.2455 -2.3719
O 0.5583 2.0602 -1.3978
O -1.9643 2.5299 0.2168
O 0.8288 0.5561 -7.7990
O 3.2226 0.1678 -8.2806
O 5.2485 -0.8160 -1.3445
O 2.4717 3.3340 -2.4638
O 5.2647 1.3902 -2.8853
O 3.8122 -0.6680 -3.7795
O -5.2800 -2.8322 5.4465
O 0.7685 -1.3470 4.6961
O 1.3074 0.1355 0.4043
N -1.3900 -1.8417 5.0578
N -6.5416 -3.0297 7.2916
N -3.6043 1.6394 -3.1233
C -7.3682 -3.7001 8.2667
C 0.1698 0.6382 -1.6902
C -5.9591 -3.5521 6.1746
C 2.5673 -1.8345 1.6052
C 2.2358 1.0450 -7.9563
C 2.7099 2.6045 -7.7055
C -0.2103 -1.2707 5.4347
C 4.2342 4.3475 0.7417
C -2.5625 2.4124 -2.3390
C 1.1326 -1.0699 1.2093
C 1.5115 -0.1134 -1.0228
C 1.9958 2.2523 -1.7863
C 0.5663 0.6794 -6.3565
C -1.3006 0.3171 -1.0381
C 2.8237 0.8893 -1.3037
C 3.6525 1.4261 0.0469
C -2.6428 -1.8638 5.7744
C 5.0679 4.4655 -0.6632
C -0.1023 -0.6446 -5.6552
C -2.3088 1.6214 -0.9275
C -0.1574 -0.5608 6.7589
C -0.7172 -0.3447 -4.1285
C 1.5983 -1.6271 -1.6292
C 0.3148 0.6667 -3.3569
C -6.1762 -5.0098 5.8776
H -1.7204 0.2287 -4.3114
H -1.6581 3.3738 -0.2682
H 0.3112 -1.8247 0.8225
H 6.2346 -0.5858 -1.4656
H -1.9249 -0.5076 -1.6349
H 6.2519 4.4996 -0.5156
H 4.8083 5.4980 -1.2032
H -6.8860 -3.6040 9.2427
H -0.3809 -1.2607 7.5682
H 2.3299 -3.0022 1.6753
H 2.9242 -1.4534 2.6751
H -7.5143 -4.7555 8.0345
H -7.2416 -5.2085 5.7356
H 2.5142 -2.2363 -1.1914
H -2.9191 -2.9080 5.9414
H -1.0279 -0.9530 -6.3231
H -0.8663 0.2711 6.7666
H -5.7787 -5.6213 6.6917
H 3.6626 2.5596 -6.9952
H -3.0807 3.4485 -2.0499
H -6.3484 -2.0435 7.4216
H -1.2525 -0.1187 0.0733
H 1.6390 -1.7129 -2.7934
H -0.0498 1.6717 -6.1098
H 4.8678 3.6074 -1.4356
H -3.4006 -1.3888 5.1463
H 1.6230 0.8463 -5.8316
H -5.6494 -5.2760 4.9566
H 3.4001 -1.6832 0.7888
H 1.4069 0.3352 -3.7090
H -3.3680 1.1636 -0.6182
H 0.1517 1.7368 -3.8095
H 3.8453 0.5487 0.8273
H -1.5992 2.6954 -2.9377
H 4.7407 1.7133 -0.3512
H -4.5900 1.8733 -2.8054
H -2.5849 -1.3446 6.7316
H 0.6214 -1.5680 -5.5930
H -8.3368 -3.1946 8.2944
H -1.3443 -2.2998 4.1551
H 5.0445 4.2041 1.6031
H 0.6298 -2.2364 -1.2926
H -3.5318 0.5998 -2.9150
H 3.7410 5.4156 0.9355
H 0.7185 -0.6987 2.2678
H 1.9121 3.2488 -7.1214
H -0.9743 -1.3311 -3.5506
H 3.7240 0.0165 -4.5334
H 0.8478 -0.1595 6.9169
H 3.0903 3.1346 -8.6999
*
```

Results of the Löwdin charge analysis, in e, for atoms 1 through 2: 0.84 0.78